1.
10
Properties=species:S:1:pos:R:3:forces:R:3:nbo_charge:R:1 method="wB97M-V/def2-TZVPD" homo_ha="-0.452 / -0.454" charge=+1 relative_energy_kcal_mol=89.3
C 0.06861 -1.41236 1.87724 0.06 -2.18 2.44 0.309
C 1.56844 0.70431 -1.54782 0.33 0.76 0.29 0.256
C -0.25767 0.01231 -0.06718 -0.44 -0.20 1.29 0.446
N 0.08535 -0.59402 1.06215 -0.23 1.74 -2.33 -0.316
N 0.67513 0.24874 -0.92302 0.02 -0.22 -0.46 -0.358
N -1.56130 0.41444 -0.21399 2.52 1.37 -5.80 -0.748
Br 2.73980 0.39929 -2.81757 0.67 -0.26 -0.94 0.350
H 0.24918 -1.53039 2.93219 0.12 -0.08 0.20 0.248
H -1.57197 1.24077 -0.91010 -0.68 -1.71 1.85 0.416
H -1.99556 0.51691 0.60809 -2.38 0.79 3.47 0.397

=====

2.
8
Properties=species:S:1:pos:R:3:forces:R:3:nbo_charge:R:1 method="wB97M-V/def2-TZVPD" homo_ha=-0.310 relative_energy_kcal_mol=50.1
C -0.96075 -1.29919 0.01850 -0.40 0.25 0.18 0.706
C -0.53330 0.19679 0.09002 -2.94 -6.43 -0.75 -0.359
C 0.93350 0.48186 0.04546 -1.27 0.07 -4.95 -0.625
O -1.31998 -2.47761 0.06487 2.05 6.63 -0.06 -0.454
Br -2.03492 1.42700 -0.27087 1.47 -1.04 0.22 0.082
H 1.41853 -0.30789 0.45584 1.56 -2.33 1.46 0.227
H 1.03895 1.31030 0.59710 0.97 3.13 2.14 0.221
H 1.45796 0.66875 -1.00093 -1.44 -0.29 1.77 0.202

=====

3.
8
Properties=species:S:1:pos:R:3:forces:R:3:mulliken_spin:R:1 method="wB97M-V/def2-TZVPD" multiplicity=3 homo_ha="-0.218 / -0.380" s2=2.009 relative_energy_kcal_mol=29.8
C -1.78284 -2.65065 -0.21656 4.55 3.04 -0.44 0.332
C -1.20424 -1.41680 -0.05212 0.77 -0.91 -0.69 0.792
C 0.00889 -0.00465 -0.03896 -2.67 -2.42 3.15 0.079
O -2.30161 -3.67122 -0.33920 -0.84 -1.76 -0.21 0.288
Br -2.94055 -0.70418 0.56766 -2.14 2.78 1.24 0.514
H 0.99185 -0.36033 -0.11285 1.20 -0.93 -0.59 -0.016
H -0.08029 0.29813 1.09018 -0.33 -0.05 -2.46 0.007
H -0.24192 0.69145 -0.81591 -0.53 0.25 0.01 0.006

=====

4.
8
Properties=species:S:1:pos:R:3:forces:R:3:mulliken_spin:R:1 method="wB97M-V/def2-TZVPD" multiplicity=3 homo_ha="-0.214 / -0.391" s2=2.008 relative_energy_kcal_mol=20.0
C 0.54331 -0.09724 0.16135 -1.11 0.73 2.23 0.684
C 1.47022 -1.09308 0.01250 -5.13 3.25 -1.33 0.583
C -0.90537 0.63003 -0.26863 1.78 -3.64 -1.29 0.178
O 2.43261 -1.67071 -0.17118 4.41 -3.20 -0.44 0.407
Br -2.53170 -0.48099 -0.02002 0.86 0.49 0.02 0.080
H 0.68272 0.41611 1.14089 0.19 0.21 -0.12 0.133
H -0.88175 0.93148 -1.30230 -0.13 0.26 -0.19 -0.005
H -0.81005 1.36440 0.44738 -0.87 1.89 1.10 -0.061

=====

5.
9
Properties=species:S:1:pos:R:3:forces:R:3:nbo_charge:R:1 method="wB97M-V/def2-TZVPD" homo_ha="-0.265 / -0.266" relative_energy_kcal_mol=61.1
C 0.45703 0.72177 0.47463 -2.55 -2.04 -0.33 0.778
C -1.75691 -0.30802 0.09127 2.99 1.67 0.53 -0.551
C 1.25006 -0.16202 -0.34929 2.54 -0.27 -0.44 -0.784
O 0.44671 1.51977 1.28766 0.25 1.13 0.76 -0.417
S -1.93770 -1.34685 1.26504 -0.71 -0.50 -0.04 0.063
Br -2.92545 0.55354 -1.09921 -0.39 -0.24 0.00 0.089
H 1.15274 0.39581 -1.32102 -0.17 -1.48 0.25 0.282
H 2.40423 -0.13943 -0.13912 -1.97 0.20 0.08 0.241
H 0.90930 -1.23456 -0.20995 0.02 1.53 -0.81 0.298

=====

6.
10
Properties=species:S:1:pos:R:3:forces:R:3:nbo_charge:R:1 method="wB97M-V/def2-TZVPD" homo_ha=-0.900 charge=+3 relative_energy_kcal_mol=0.0
O -0.93854 0.51295 0.64651 -0.30 -1.03 -3.67 -0.340
Ca -4.52110 0.71922 -1.61710 -1.46 0.20 -0.58 1.978
O -2.50258 0.38455 -1.00063 0.84 -0.74 -1.74 -0.752
C -1.51113 0.34091 -0.36565 -0.37 1.91 5.91 1.110
O 0.71905 -0.55714 -1.31166 3.84 -1.06 -0.28 -0.289
C 1.51488 -0.52176 -0.48110 -7.45 1.89 -0.11 0.947
H 2.69791 -0.65719 0.68914 -0.16 0.94 2.12 0.347
C 1.57844 -0.16286 0.90533 5.51 -2.37 -2.18 -0.757
H 1.78312 0.91536 0.99938 -0.22 -0.39 0.49 0.377
H 1.17995 -0.97403 1.53577 -0.24 0.64 0.04 0.380

=====

Please write out number 5 again, unchanged.
9
Properties=species:S:1:pos:R:3:forces:R:3:nbo_charge:R:1 method="wB97M-V/def2-TZVPD" homo_ha="-0.265 / -0.266" relative_energy_kcal_mol=61.1
C 0.45703 0.72177 0.47463 -2.55 -2.04 -0.33 0.778
C -1.75691 -0.30802 0.09127 2.99 1.67 0.53 -0.551
C 1.25006 -0.16202 -0.34929 2.54 -0.27 -0.44 -0.784
O 0.44671 1.51977 1.28766 0.25 1.13 0.76 -0.417
S -1.93770 -1.34685 1.26504 -0.71 -0.50 -0.04 0.063
Br -2.92545 0.55354 -1.09921 -0.39 -0.24 0.00 0.089
H 1.15274 0.39581 -1.32102 -0.17 -1.48 0.25 0.282
H 2.40423 -0.13943 -0.13912 -1.97 0.20 0.08 0.241
H 0.90930 -1.23456 -0.20995 0.02 1.53 -0.81 0.298